C23H50BI2NO3PS | ωB97M-V/def2-TZVPD

```
82
Properties=species:S:1:pos:R:3:forces:R:3
C 4.937994 -1.885428 -0.888125 -0.3 -0.3 -0.1
C 3.712268 -1.037250 -1.193113 0.0 0.0 -0.4
C 3.982733 0.467697 -1.106773 -0.2 0.2 0.2
C 2.820576 1.263541 -0.513956 -0.1 -0.1 0.0
C 1.461625 1.011623 -1.188019 0.1 0.2 -0.2
C 0.999761 2.112668 -2.173294 -0.2 -0.5 0.3
C -0.463528 2.560225 -1.967742 0.2 0.3 -0.2
C -1.431536 2.325774 -3.157460 0.3 0.1 0.5
P -2.450013 0.792047 -3.071028 -0.5 0.3 0.1
C -4.064695 1.753499 -2.615827 0.2 0.2 0.1
C -3.953972 2.588934 -1.327101 -0.6 0.1 -0.1
C -4.809576 2.091726 -0.142563 0.8 0.2 0.0
S -3.795706 1.803093 1.343771 -0.2 -0.4 0.5
B -2.596445 -0.166824 -1.351990 0.2 -0.2 0.0
O -3.774783 -0.777476 -1.011664 0.3 -0.1 0.4
O -1.564200 -0.186682 -0.456711 -0.6 -0.3 -0.2
C -0.895509 -0.316979 -3.659392 0.1 -0.6 -0.3
I -0.627945 0.022947 -5.780344 -0.2 0.5 0.0
C -1.060151 -1.817593 -3.415789 0.3 0.1 -1.0
C -2.368953 -2.415675 -3.940279 0.2 -0.3 0.3
I 0.604731 -2.875572 -4.363709 0.2 -0.4 0.5
H 4.728331 -2.927946 -1.124979 0.0 -0.1 0.0
H 5.195838 -1.850661 0.168031 0.2 0.2 0.1
H 5.783785 -1.580279 -1.500036 0.2 0.1 0.1
H 2.881733 -1.326217 -0.547763 0.1 0.0 0.2
H 3.385812 -1.282333 -2.205889 -0.1 0.0 -0.1
H 4.854805 0.629228 -0.471581 0.1 0.1 0.0
H 4.224652 0.874546 -2.089520 0.1 -0.1 -0.1
H 3.027696 2.333331 -0.552504 0.1 0.1 0.0
H 2.748002 1.014054 0.546303 0.0 -0.1 0.0
H 0.712616 0.880337 -0.409854 0.0 0.2 0.0
H 1.510913 0.065435 -1.729289 0.0 -0.2 0.1
H 1.663762 2.966378 -2.064304 0.0 0.1 -0.1
H 1.110920 1.735332 -3.188794 0.2 0.2 -0.2
H -0.461626 3.637945 -1.803584 0.0 0.1 0.0
H -0.841728 2.136285 -1.041654 -0.1 -0.1 0.0
H -2.109042 3.172029 -3.213875 -0.2 0.0 0.0
H -0.851378 2.329813 -4.075554 0.0 -0.1 -0.2
H -3.111389 0.376121 -4.251865 0.1 -0.2 0.0
H -4.902662 1.060660 -2.537157 0.0 -0.2 0.0
H -4.297755 2.409486 -3.457593 0.1 0.0 -0.1
H -2.924961 2.688195 -0.988903 0.2 -0.1 -0.1
H -4.282707 3.603461 -1.550427 0.1 0.1 0.0
H -5.232469 1.119305 -0.365682 -0.2 0.0 0.0
H -5.580879 2.812714 0.099351 -0.2 -0.1 0.0
H -2.781249 2.633928 1.103195 0.0 0.2 -0.1
H -4.045100 -1.445714 -1.641215 -0.4 0.1 -0.3
H -0.745678 -0.443316 -0.883791 0.5 0.5 0.0
H 0.048726 -0.008812 -3.221211 0.1 0.2 0.0
H -0.885096 -2.081975 -2.376824 -0.1 0.1 0.2
H -3.042974 -2.618073 -3.107563 -0.2 0.2 0.0
H -2.194900 -3.381173 -4.401898 -0.1 -0.1 -0.1
H -2.838551 -1.771899 -4.674402 -0.1 0.1 -0.1
C 1.526357 -1.111068 5.435783 -0.1 0.0 0.0
C 2.039305 -0.904997 3.996771 0.1 -0.2 1.0
C 1.940978 0.568319 3.602162 -0.1 0.2 -0.2
C 0.506461 1.033687 3.353965 0.0 -0.1 0.0
C -0.199998 0.130249 2.341889 0.3 0.4 0.0
C -0.141332 -1.352344 2.711885 -0.8 -0.3 0.4
N 1.272564 -1.738474 3.019156 0.2 1.0 -0.8
O 1.946648 -1.938626 1.944832 0.1 -0.4 0.0
C -1.080355 -1.640255 3.893877 0.1 0.0 0.1
C -0.638156 -2.209148 1.556535 0.0 -0.1 -0.1
C 3.495122 -1.351573 3.982791 0.2 0.0 -0.2
H 0.697753 -0.457667 5.698718 0.0 0.0 0.0
H 1.217412 -2.143816 5.596620 0.0 0.0 0.0
H 2.326124 -0.893400 6.142750 0.1 0.0 -0.1
H 2.526256 0.731075 2.691043 0.0 -0.1 0.0
H 2.406173 1.170417 4.386318 0.0 0.0 0.0
H -0.055617 1.070622 4.290855 0.0 0.0 0.0
H 0.523193 2.056847 2.972383 0.0 0.0 0.0
H -1.244244 0.431617 2.233400 0.0 -0.1 0.0
H 0.266117 0.273573 1.361649 0.0 -0.1 0.2
H -0.931853 -2.654941 4.265408 0.0 0.0 0.0
H -2.112640 -1.552672 3.556007 0.0 0.0 -0.1
H -0.967123 -0.950592 4.725455 0.0 0.0 0.0
H -0.084932 -2.017196 0.640647 0.1 -0.1 0.1
H -1.686190 -1.979005 1.369918 0.0 0.0 0.0
H -0.547663 -3.269715 1.797133 0.0 0.0 0.0
H 3.579322 -2.412955 4.219932 0.0 0.0 0.0
H 4.043460 -0.785004 4.735219 0.0 0.0 0.0
H 3.966712 -1.177441 3.018826 -0.1 0.0 0.0
```
Positions in Å, forces in eV/Å.

Values from the calculation:
Multiplicity   2
E   -2546.5463 a.u.
<S²>   0.7541
LUMO energy   0.062 eV


C23H50KN3O4SSi3Te | ωB97M-V/def2-TZVPD

```
86
Properties=species:S:1:pos:R:3:forces:R:3
K -0.995320 0.916285 -0.510981 -0.1 -0.1 0.2
C 2.144708 1.847446 -0.861085 0.0 0.0 0.0
C 1.664738 3.274910 -0.508687 0.0 0.0 0.0
N 0.386706 3.328140 0.181332 0.0 0.1 0.0
C 0.379875 3.717830 1.578757 0.0 0.0 0.0
C -0.352540 2.741331 2.520048 0.0 0.0 0.0
N -0.181334 1.340314 2.195425 0.0 0.0 0.1
C 1.084182 0.698617 2.485175 0.0 0.0 0.0
C 2.190919 1.056259 1.486007 0.0 0.0 0.0
N 1.753202 0.860022 0.122196 0.1 0.0 0.0
H 1.684555 1.556070 -1.807380 0.0 0.0 0.0
H 3.235690 1.896648 -1.035218 0.0 0.0 0.0
H 2.425509 3.782729 0.097868 0.0 0.0 0.0
H 1.600548 3.829314 -1.448680 0.0 0.0 0.0
H -0.335671 3.761743 -0.374322 0.0 0.0 0.0
H 1.416133 3.830701 1.908587 0.0 0.0 0.0
H -0.084688 4.703122 1.720950 0.0 0.0 0.0
H -0.033313 2.978825 3.553508 0.0 0.0 0.0
H -1.426302 2.933696 2.462982 0.0 0.0 0.0
H -0.958456 0.809962 2.566251 0.0 0.0 0.0
H 1.449817 0.911055 3.507889 0.0 0.0 0.0
H 0.921723 -0.378971 2.411484 0.0 0.0 0.0
H 2.483132 2.098349 1.617680 0.0 0.0 0.0
H 3.084360 0.463639 1.737793 0.0 0.0 0.0
H 1.876229 -0.100968 -0.182236 0.0 0.0 0.0
C -2.765248 -1.923775 0.494440 0.0 0.0 0.0
O -1.368851 -1.736604 0.387692 0.0 0.0 0.0
Si -0.284013 -2.981134 0.788620 0.0 0.0 0.0
C -0.376232 -3.095491 2.679353 0.0 0.0 0.0
C -1.166502 -4.582457 0.260197 0.0 0.0 0.0
C 1.330315 -2.686671 0.086676 0.0 -0.1 0.0
Si 1.446873 -2.761574 -1.730185 0.0 0.0 0.0
C 2.411753 -1.335476 -2.521455 0.0 0.0 0.0
C 2.291437 -4.343520 -2.385390 0.0 0.0 0.0
C -0.211979 -2.733986 -2.644080 0.0 0.0 0.0
Si 2.824331 -3.129679 0.994610 0.0 0.0 0.0
C 3.139194 -5.003449 1.162995 0.0 0.0 0.0
C 4.409189 -2.452528 0.192222 0.0 0.0 0.0
C 2.981006 -2.532128 2.792282 0.0 0.0 0.0
H -3.140388 -2.578934 -0.300249 0.0 0.0 0.0
H -3.266950 -0.957461 0.412419 0.0 0.0 0.0
H -3.049463 -2.363488 1.458288 0.0 0.0 0.0
H -1.420752 -3.204877 2.987499 0.0 0.0 0.0
H 0.026890 -2.210927 3.174208 0.0 0.0 0.0
H 0.167344 -3.969161 3.050371 0.0 0.0 0.0
H -2.119823 -4.725819 0.778531 0.0 0.0 0.0
H -0.521033 -5.432272 0.502857 0.0 0.0 0.0
H -1.357477 -4.611276 -0.813720 0.0 0.0 0.0
H 3.301551 -1.052526 -1.954503 0.0 0.0 0.0
H 1.763112 -0.460088 -2.614536 0.0 0.0 0.0
H 2.726821 -1.603207 -3.535733 0.0 0.0 0.0
H 3.326473 -4.430997 -2.043573 0.0 0.0 0.0
H 2.298233 -4.359414 -3.480399 0.0 0.0 0.0
H 1.751753 -5.227742 -2.033301 0.0 0.0 0.0
H -0.917702 -2.038427 -2.186130 0.0 0.0 0.0
H -0.680170 -3.719902 -2.690564 0.0 0.0 0.0
H -0.041013 -2.391789 -3.668769 0.0 0.0 0.0
H 3.181993 -5.477693 0.178909 0.0 0.0 0.0
H 2.316494 -5.469969 1.714458 0.0 0.0 0.0
H 4.071389 -5.224775 1.694570 0.0 0.0 0.0
H 4.526125 -2.783684 -0.841901 0.0 0.0 0.0
H 5.290023 -2.781754 0.753161 0.0 0.0 0.0
H 4.400638 -1.358526 0.186798 0.0 0.0 0.0
H 2.227526 -2.974968 3.442834 0.0 0.0 0.0
H 2.899628 -1.445643 2.876979 0.0 0.0 0.0
H 3.963853 -2.824766 3.178022 0.0 0.0 0.0
Te -4.159954 1.752574 1.469986 0.0 -0.1 0.0
C -4.485203 3.720099 0.760615 0.1 0.0 0.0
C -5.377744 4.587423 1.399310 0.0 0.0 0.0
C -5.585405 5.881489 0.940779 0.0 0.0 0.0
C -4.903754 6.351142 -0.175226 0.0 0.0 0.0
C -4.014873 5.502097 -0.823558 0.0 0.0 0.0
C -3.808598 4.207978 -0.364364 0.0 0.0 0.0
H -5.913469 4.234643 2.272815 0.0 0.0 0.0
H -6.285003 6.528056 1.461336 0.0 0.0 0.0
H -5.064547 7.361285 -0.534496 0.0 0.0 0.0
H -3.473191 5.841676 -1.699619 0.0 0.0 0.0
H -3.118104 3.566719 -0.899931 0.0 0.0 0.0
C -2.785623 1.553206 -3.976864 0.0 0.0 0.0
S -1.137836 2.089758 -3.553277 0.0 0.0 -0.1
O -1.327742 3.007774 -2.423571 0.0 0.0 0.0
O -0.601143 2.714810 -4.748401 0.0 0.0 0.0
O -0.438666 0.868177 -3.141609 0.0 0.0 -0.1
H -3.355792 2.420524 -4.303550 0.0 0.0 0.0
H -3.250410 1.114434 -3.094888 0.0 0.0 0.0
H -2.713675 0.817661 -4.775329 0.0 0.0 0.0
```
Positions in Å, forces in eV/Å.

Values from the calculation:
E   -3506.4852 a.u.
Total charge   -2
LUMO energy   4.039 eV